# 1
Computed, not measured: a 5-piece molecular cluster, C26H43BrN5O9PS overall, with ωB97M-V with the def2-TZVPD basis set.

Computed properties:
frontier orbital gap: 7.69 eV
E_LUMO: -0.9 eV
SMILES: NP(O)c1c(C[SH](=O)=O)ccc2c1C(=O)C(CCCBr)=CC2=O.CNC(C)=O.CNC(C)=O.CNC(C)=O.CNC(C)=O
strongest force on any atom: 0.95 eV Å⁻¹
HOMO: -8.598 eV
calculated total energy: -143705.62236 eV

Geometry (Å):
Br1 2.60 -4.13 1.32
S1 -2.77 1.09 2.97
P1 0.88 -0.04 4.40
O1 2.91 3.58 -0.58
O2 -7.19 -1.36 -2.36
O3 2.03 0.61 5.41
O4 -3.77 3.05 -3.79
O5 3.72 0.35 2.97
O6 0.44 0.75 -2.81
O7 4.63 -3.29 4.12
O8 -3.69 2.10 2.52
O9 -2.16 0.24 1.98
N1 1.71 -1.34 3.71
N2 -5.76 -0.01 -1.29
N3 5.77 -4.89 3.02
N4 -4.64 1.09 -4.46
N5 0.79 2.92 -3.20
C1 2.14 -2.47 0.44
C2 6.23 -4.53 5.41
C3 6.73 -5.96 2.87
C4 3.59 0.36 0.61
C5 0.52 3.21 1.02
C6 1.83 1.47 2.06
C7 1.66 2.41 1.05
C8 -4.62 0.34 -0.46
C9 3.10 0.67 1.99
C10 -1.47 1.90 3.94
C11 0.86 1.26 3.06
C12 3.40 1.27 -0.35
C13 -5.60 0.21 -5.11
C14 0.25 1.73 -3.52
C15 -0.59 1.65 -4.77
C16 -0.29 2.07 3.00
C17 -4.65 2.44 -4.39
C18 5.47 -4.17 4.14
C19 3.27 -1.91 -0.40
C20 -6.24 -1.24 -1.59
C21 4.24 -0.98 0.38
C22 -5.79 3.16 -5.06
C23 0.70 4.19 -3.90
C24 -0.44 3.03 2.00
C25 -5.55 -2.43 -0.97
C26 2.70 2.53 -0.02
H1 -1.45 2.32 -4.71
H2 5.88 -3.87 6.20
H3 -6.39 0.78 -5.58
H4 1.69 4.53 -4.19
H5 7.30 -4.38 5.27
H6 5.23 -4.61 2.22
H7 0.25 4.95 -3.26
H8 7.23 -6.16 3.81
H9 1.28 -2.68 -0.20
H10 6.23 -6.87 2.54
H11 -5.80 2.96 -6.13
H12 -6.04 -0.47 -4.39
H13 -4.13 -0.54 -0.06
H14 -1.35 3.62 1.95
H15 0.00 1.92 -5.65
H16 7.48 -5.69 2.12
H17 -4.50 -2.47 -1.27
H18 -4.93 0.97 0.37
H19 -1.27 1.27 4.80
H20 -6.05 -3.33 -1.32
H21 0.41 3.93 0.23
H22 4.41 -1.43 1.37
H23 -3.89 0.90 -1.05
H24 6.04 -5.56 5.69
H25 -6.75 2.86 -4.64
H26 -5.66 4.23 -4.91
H27 2.79 -1.31 -1.18
H28 -1.88 2.87 4.24
H29 1.36 -2.22 4.08
H30 0.09 4.08 -4.80
H31 3.74 1.11 -1.36
H32 -3.86 0.67 -3.99
H33 1.80 -1.77 1.20
H34 -0.94 0.63 -4.89
H35 5.18 -0.88 -0.15
H36 2.03 1.57 5.29
H37 1.34 2.90 -2.35
H38 2.71 -1.30 3.90
H39 3.83 -2.69 -0.92
H40 -6.27 0.74 -1.73
H41 -5.61 -2.39 0.11
H42 -5.10 -0.38 -5.88
H43 -3.40 0.26 3.83

=====

# 2
Computed, not measured: C12H20Br2NO7V as an isolated structure at a distorted geometry, with ωB97M-V with the def2-TZVPD basis set.

Computed properties:
frontier orbital gap (alpha / beta): 8.72 / 8.95 eV
net charge: -1
E_LUMO (alpha / beta): 2.6 / 2.6 eV
<S²>: 0.788
multiplicity: 2
strongest force on any atom: 3.81 eV Å⁻¹
HOMO (alpha / beta): -6.093 / -6.329 eV
calculated total energy: -194368.28295 eV

Geometry (Å):
Br1 -0.55 -4.33 -2.88
Br2 2.50 -4.50 -0.37
V1 -0.90 0.64 -0.86
O1 -3.20 0.76 -0.59
O2 1.11 1.67 -0.05
O3 -1.48 0.12 -3.04
O4 -0.31 2.71 -1.37
O5 -2.03 1.33 1.07
O6 0.52 -0.54 -2.74
O7 -0.57 -0.81 -0.24
N1 0.99 1.53 6.49
C1 -0.35 -0.16 -3.52
C2 0.57 1.40 5.45
C3 -3.16 1.07 0.61
C4 0.01 1.05 4.16
C5 0.81 2.60 -0.83
C6 0.06 -0.37 3.59
C7 1.88 3.56 -1.27
C8 1.43 -4.15 -3.07
C9 0.05 0.42 -4.89
C10 1.25 -1.23 4.05
C11 2.05 -3.39 -1.91
C12 -4.39 1.00 1.50
H1 2.19 3.22 -2.26
H2 1.33 -2.65 -1.57
H3 1.47 4.56 -1.41
H4 2.91 -2.79 -2.23
H5 -0.99 1.46 4.10
H6 0.08 -0.33 -5.67
H7 -4.61 1.95 1.99
H8 1.26 -1.76 5.00
H9 -5.29 0.85 0.91
H10 1.06 0.82 -4.86
H11 -0.68 1.18 -5.17
H12 2.05 -0.49 4.04
H13 0.53 1.72 3.48
H14 1.78 -5.17 -2.97
H15 2.71 3.55 -0.57
H16 -4.33 0.25 2.29
H17 1.51 -1.98 3.30
H18 0.09 -0.32 2.50
H19 1.53 -3.64 -4.03
H20 -0.91 -0.83 3.81